Run i
# C4H7N3

A molecular structure, C4H7N3 (ωB97M-V/def2-TZVPD, OMol25).

## Properties
- HOMO (eV) = -9.26
- Kohn-Sham gap (eV) = 9.288
- 2S+1 = 1

Each line ends with the Löwdin charge.
Positions of all 14 atoms, in Å:
1 H -2.52 -1.60 1.93  0.119
2 N 0.00 0.46 -1.15  -0.229
3 C 1.12 0.50 -2.00  -0.103
4 H 0.92 0.44 -3.16  0.141
5 N -1.44 -0.54 0.53  0.076
6 C -1.47 -1.10 1.86  -0.420
7 H 1.36 1.77 -0.31  0.126
8 H -0.95 -2.04 3.45  0.115
9 C 0.53 1.68 -1.19  -0.182
10 H 1.08 -0.66 0.28  0.207
11 N -0.59 -1.34 2.66  0.063
12 C -0.19 -0.21 0.06  -0.117
13 H 0.27 2.80 -1.39  0.137
14 H 1.85 -0.16 -1.58  0.068



Run ii
# C4H7N3

C4H7N3 in the gas phase (ωB97M-V/def2-TZVPD, OMol25).

## Properties
- HOMO (eV) = -9.77
- Kohn-Sham gap (eV) = 10.455
- 2S+1 = 1
- SMILES string = [H]/N=C(\C#N)NCC

Each line ends with the Löwdin charge.
Positions of all 14 atoms, in Å:
1 H -2.50 0.99 0.13  0.068
2 C 2.37 0.82 -0.06  -0.136
3 H -1.55 -0.68 1.51  0.111
4 C 1.35 -0.23 0.07  -0.466
5 N 0.30 0.09 0.90  0.012
6 H 2.24 -1.41 -1.14  0.062
7 C -1.79 0.34 -0.40  -0.080
8 N 3.13 1.67 -0.27  0.159
9 H -2.34 -0.31 -1.08  0.071
10 N 1.40 -1.33 -0.58  0.147
11 C -0.99 -0.51 0.59  -0.244
12 H 0.28 1.06 1.17  0.129
13 H -0.77 -1.49 0.16  0.093
14 H -1.12 0.97 -0.98  0.073



Stability order, top to bottom: run ii, run i



Run i
# C4H7N3

C4H7N3 in the gas phase (ωB97M-V/def2-TZVPD, OMol25).

## Properties
- HOMO (eV) = -9.66
- Kohn-Sham gap (eV) = 10.399
- 2S+1 = 1
- SMILES string = [H]/N=C(\C#N)NCC

Each line ends with the Löwdin charge.
Positions of all 14 atoms, in Å:
1 N -0.35 1.45 -0.95  0.138
2 H 2.57 0.29 0.87  0.072
3 H 1.64 0.60 -0.58  0.049
4 C -1.83 -0.26 -1.76  -0.132
5 N -2.48 -0.68 -2.63  0.158
6 H -1.17 -1.29 0.46  0.136
7 H -0.49 1.81 -1.88  0.067
8 N -0.76 -0.38 0.38  0.021
9 C -0.96 0.34 -0.76  -0.472
10 H 0.30 0.93 1.60  0.111
11 H 1.93 -1.07 -0.10  0.074
12 C 1.72 -0.07 0.28  -0.100
13 H 0.51 -0.79 1.95  0.114
14 C 0.45 -0.06 1.14  -0.237



Run ii
# C4H7N3

C4H7N3 in the gas phase (ωB97M-V/def2-TZVPD, OMol25).

## Properties
- HOMO (eV) = -9.05
- Kohn-Sham gap (eV) = 9.589
- 2S+1 = 1

Each line ends with the Löwdin charge.
Positions of all 14 atoms, in Å:
1 C 2.11 -0.82 -0.42  -0.097
2 C 0.91 -0.23 0.31  -0.253
3 H 2.33 -0.25 -1.32  0.081
4 C -3.06 1.36 0.46  -0.334
5 H 0.73 -0.76 1.25  0.117
6 H 1.10 0.83 0.55  0.114
7 N -0.25 -0.36 -0.57  -0.053
8 C -1.51 0.04 -0.52  -0.108
9 H 1.88 -1.85 -0.72  0.080
10 H 3.00 -0.85 0.21  0.076
11 N -1.84 0.79 0.59  -0.005
12 N -4.10 1.83 0.26  0.141
13 H -1.24 1.15 1.33  0.136
14 H -0.06 -0.88 -1.42  0.104



Stability order, top to bottom: run i, run ii



Run i
# C10H30O5

5 unconnected molecules or ions with the total composition C10H30O5 (ωB97M-V/def2-TZVPD, OMol25).

## Properties
- HOMO (eV) = -10.03
- Kohn-Sham gap (eV) = 10.631
- 2S+1 = 1
- SMILES string = CCO.CCO.CCO.CCO.CCO

Each line ends with the Löwdin charge.
Positions of all 45 atoms, in Å:
1 H 4.78 -8.49 29.04  0.110
2 H 11.35 -11.95 29.35  0.109
3 H 5.60 -11.95 23.79  0.107
4 C 6.65 -7.84 21.07  -0.090
5 H 10.91 -11.88 31.07  0.105
6 C 6.54 -8.80 19.91  -0.316
7 C 4.64 -11.77 23.32  -0.275
8 H 12.51 -10.07 31.45  0.074
9 C 8.58 -8.40 26.20  -0.082
10 C 4.25 -8.97 28.21  -0.327
11 O 4.91 -11.43 21.93  -0.110
12 H 6.34 -6.82 20.81  0.073
13 H 3.54 -10.92 24.93  0.080
14 O 10.20 -10.33 29.90  -0.089
15 H 2.82 -10.67 23.38  0.082
16 H 8.71 -9.30 26.79  0.067
17 H 6.72 -9.67 23.93  0.055
18 C 8.19 -8.72 24.78  -0.327
19 H 13.36 -11.28 30.52  0.073
20 H 4.82 -9.86 27.96  0.109
21 H 12.75 -9.83 29.72  0.074
22 H 9.01 -9.20 24.24  0.114
23 H 4.24 -9.69 23.83  0.066
24 C 12.53 -10.58 30.48  -0.099
25 O 2.92 -9.28 28.60  -0.077
26 H 6.17 -10.46 20.87  0.025
27 H 9.50 -7.82 26.22  0.079
28 H 5.99 -8.17 21.88  0.063
29 H 7.80 -7.77 26.63  0.068
30 C 4.24 -8.03 27.03  -0.087
31 O 7.06 -9.58 24.83  -0.091
32 O 6.89 -10.13 20.31  -0.096
33 H 5.26 -7.86 26.67  0.058
34 H 9.77 -10.60 29.09  0.065
35 C 3.79 -10.68 23.89  -0.086
36 H 7.95 -7.80 24.24  0.107
37 H 7.24 -8.54 19.11  0.108
38 H 5.00 -12.23 21.40  0.091
39 H 3.86 -7.03 27.27  0.076
40 H 7.67 -7.81 21.45  0.070
41 H 2.84 -10.22 28.75  0.075
42 H 3.63 -8.44 26.22  0.064
43 H 4.09 -12.72 23.35  0.114
44 H 5.53 -8.79 19.49  0.110
45 C 11.23 -11.29 30.21  -0.317



Run ii
# C10H30O5

5 unconnected molecules or ions with the total composition C10H30O5 (ωB97M-V/def2-TZVPD, OMol25).

## Properties
- HOMO (eV) = -9.35
- Kohn-Sham gap (eV) = 9.797
- 2S+1 = 1
- SMILES string = CCO.CCO.CCO.CCO.CCO

Each line ends with the Löwdin charge.
Positions of all 45 atoms, in Å:
1 H -0.72 1.37 -3.66  0.115
2 H -1.00 -0.96 -3.76  0.096
3 C -1.86 3.26 1.07  -0.101
4 C -2.83 -1.45 0.60  -0.077
5 H 3.28 -0.84 -0.37  0.035
6 C 2.43 -2.64 -2.01  -0.083
7 H 1.12 -0.94 0.61  0.043
8 C -1.62 1.47 -1.75  -0.099
9 H -3.38 -2.10 1.29  0.081
10 C 3.33 0.22 2.70  -0.082
11 H 2.63 -2.98 -1.00  0.073
12 O 3.74 -0.71 -1.22  -0.105
13 H -2.46 1.19 3.45  0.076
14 O -0.50 -1.08 -0.10  -0.128
15 H 1.91 -0.54 -2.17  0.092
16 H -1.36 -2.94 0.18  0.116
17 H 3.29 0.65 3.70  0.074
18 H 1.38 0.84 2.04  0.102
19 O -1.10 -0.57 -2.88  -0.094
20 H -1.30 1.26 1.55  0.089
21 H 3.31 -1.02 -3.16  0.105
22 H 1.37 -2.82 -2.20  0.059
23 O 2.00 -0.82 1.01  -0.119
24 C 2.81 -1.17 -2.21  -0.311
25 H 3.00 -3.29 -2.68  0.066
26 C 1.93 -0.09 2.24  -0.302
27 H 3.89 0.90 2.06  0.078
28 H -3.28 -1.53 -0.39  0.077
29 H -2.82 3.07 0.58  0.076
30 C -1.47 0.80 -3.09  -0.291
31 H -2.39 0.83 -3.68  0.114
32 H 1.38 -0.68 2.97  0.110
33 C -1.48 2.21 2.07  -0.322
34 H -0.97 -2.01 1.63  0.113
35 H -0.57 2.51 2.61  0.109
36 H 3.86 -0.74 2.78  0.080
37 H -1.06 3.43 0.35  0.070
38 H -0.80 -1.04 -1.02  0.047
39 O -2.56 2.02 2.98  -0.079
40 H -1.74 2.55 -1.86  0.077
41 H -2.91 -0.42 0.96  0.060
42 H -1.96 4.25 1.53  0.079
43 C -1.40 -1.94 0.63  -0.268
44 H -0.65 1.37 -1.25  0.081
45 H -2.44 1.12 -1.14  0.072



Run iii
# C10H30O5

5 unconnected molecules or ions with the total composition C10H30O5 (ωB97M-V/def2-TZVPD, OMol25).

## Properties
- HOMO (eV) = -9.57
- Kohn-Sham gap (eV) = 9.842
- 2S+1 = 1
- SMILES string = CCO.CCO.CCO.CCO.CCO

Each line ends with the Löwdin charge.
Positions of all 45 atoms, in Å:
1 H -0.42 1.37 -0.62  0.106
2 C -4.15 1.60 0.60  -0.072
3 C 4.16 1.09 2.99  -0.097
4 H 2.17 0.66 -1.86  0.074
5 C -2.82 -0.27 -2.33  -0.276
6 H -4.63 1.39 -2.06  0.024
7 H 2.56 -4.29 0.41  0.112
8 H 4.69 -3.13 1.48  0.077
9 H 1.75 2.27 -1.58  0.084
10 H 1.83 1.71 1.84  0.010
11 O -3.54 0.56 -3.24  -0.084
12 C -5.33 1.18 -0.25  -0.360
13 H 4.17 0.87 1.92  0.061
14 H 4.99 1.79 3.10  0.064
15 O -5.32 1.75 -1.49  -0.078
16 O 1.63 -2.46 0.40  -0.109
17 H 3.28 -3.06 2.64  0.077
18 H -4.09 1.03 1.53  0.073
19 H -2.22 0.43 -1.75  0.086
20 H 4.57 0.25 3.54  0.062
21 H 0.12 -0.28 -0.97  0.094
22 H 2.13 0.50 3.41  0.095
23 H 1.01 -2.94 -0.15  0.079
24 H -5.39 0.11 -0.47  0.100
25 H -1.29 -1.73 -2.35  0.059
26 C 3.69 -2.74 1.69  -0.059
27 H -2.20 -1.81 -3.79  0.068
28 C 1.29 1.30 -1.76  -0.089
29 H 1.59 -0.26 0.56  0.060
30 H -1.00 -0.57 -3.69  0.074
31 C 2.83 -3.24 0.52  -0.279
32 H 0.81 1.25 -2.73  0.070
33 H -6.29 1.46 0.19  0.114
34 H -4.29 0.16 -3.69  0.105
35 O 2.02 2.29 2.58  -0.102
36 C -1.76 -1.09 -3.10  -0.081
37 H -4.18 2.68 0.77  0.080
38 H 2.69 1.62 4.55  0.105
39 H 3.79 -1.66 1.80  0.054
40 C 2.74 1.40 3.48  -0.276
41 H -3.46 -0.89 -1.69  0.119
42 H 3.29 -3.01 -0.44  0.103
43 O 1.28 0.64 0.50  -0.087
44 C 0.45 0.71 -0.67  -0.286
45 H -3.17 1.36 0.17  0.047



Stability order, top to bottom: run ii, run i, run iii



Run i
# C3H9NO2

2 unconnected molecules or ions with the total composition C3H9NO2 (ωB97M-V/def2-TZVPD, OMol25).

## Properties
- HOMO (eV) = -9.83
- Kohn-Sham gap (eV) = 10.652
- 2S+1 = 1
- SMILES string = CC(N)=O.CO

Each line ends with the Löwdin charge.
Positions of all 15 atoms, in Å:
1 H -0.27 0.47 -2.96  0.078
2 O 0.47 0.23 -0.01  0.068
3 H 0.94 -1.47 2.02  0.109
4 H -0.11 1.88 2.47  0.011
5 H 1.03 -0.16 3.31  0.074
6 H 2.29 -0.29 2.11  0.084
7 H -0.07 -1.03 -3.57  0.002
8 H -2.26 -1.24 -2.22  0.050
9 C 0.48 0.41 1.16  -0.519
10 H -1.00 1.97 1.19  0.052
11 C 1.20 -0.38 2.25  -0.012
12 N -0.23 1.60 1.60  0.164
13 C -0.47 -0.57 -2.84  -0.122
14 O -1.89 -0.49 -2.66  -0.119
15 H -0.12 -0.93 -1.83  0.079



Run ii
# C3H9NO2

3 unconnected molecules or ions with the total composition C3H9NO2 (ωB97M-V/def2-TZVPD, OMol25).

## Properties
- HOMO (eV) = -9.35
- Kohn-Sham gap (eV) = 4.642
- 2S+1 = 1

Each line ends with the Löwdin charge.
Positions of all 15 atoms, in Å:
1 H -0.62 1.18 1.71  -0.003
2 C 0.84 -0.68 -1.16  -0.160
3 H -1.54 -0.28 1.18  -0.002
4 H 0.27 -1.54 -0.67  0.174
5 O -1.78 -0.59 -1.08  -0.187
6 H -2.34 0.97 2.13  0.016
7 N 2.15 -0.61 -0.83  0.127
8 O 1.70 0.78 0.97  0.103
9 C -1.58 0.78 1.38  -0.066
10 H 0.29 0.22 -0.86  0.089
11 H 3.54 0.21 0.54  0.122
12 H -2.32 -0.99 -1.78  -0.020
13 H -1.84 1.23 0.42  0.007
14 H 0.74 -0.84 -2.24  0.110
15 C 2.47 0.17 0.29  -0.311



Run iii
# C3H9NO2

2 unconnected molecules or ions with the total composition C3H9NO2 (ωB97M-V/def2-TZVPD, OMol25).

## Properties
- HOMO (eV) = -9.43
- Kohn-Sham gap (eV) = 10.072
- 2S+1 = 1
- SMILES string = CNC(C)=O.O

Each line ends with the Löwdin charge.
Positions of all 15 atoms, in Å:
1 H 1.47 -4.86 -4.19  0.049
2 H 0.96 -0.39 -1.84  0.152
3 O 1.26 -4.50 -3.30  -0.089
4 O 2.27 -1.10 0.89  0.014
5 H 2.86 -2.74 -1.40  0.073
6 H 2.13 -4.37 -2.87  0.030
7 H -0.96 -0.01 -0.55  0.083
8 H 4.05 -1.78 -0.46  0.093
9 H -0.12 -0.61 0.91  0.089
10 H 3.53 -1.22 -2.08  0.087
11 C 2.16 -1.05 -0.34  -0.623
12 N 1.13 -0.44 -0.84  0.012
13 H 0.23 1.04 0.30  0.087
14 C 0.00 0.00 0.00  -0.055
15 C 3.19 -1.72 -1.16  -0.002



Run iv
# C3H9NO2

2 unconnected molecules or ions with the total composition C3H9NO2 (ωB97M-V/def2-TZVPD, OMol25).

## Properties
- HOMO (eV) = -9.30
- Kohn-Sham gap (eV) = 10.235
- 2S+1 = 1
- SMILES string = CC=O.NCO

Each line ends with the Löwdin charge.
Positions of all 15 atoms, in Å:
1 O -0.63 0.47 -1.59  0.030
2 H -2.39 -1.14 -2.96  0.082
3 H 2.62 1.52 2.80  0.091
4 O 1.70 1.66 2.52  -0.041
5 H 2.59 0.92 0.18  0.064
6 H 1.03 1.24 -0.26  0.040
7 H -3.23 -0.84 -1.31  0.086
8 N 1.62 0.65 0.30  0.015
9 C -1.18 -0.52 -1.20  -0.324
10 C -2.35 -1.18 -1.87  -0.058
11 H 1.74 -0.35 2.05  0.109
12 H -2.31 -2.28 -1.77  0.075
13 C 1.29 0.61 1.72  -0.389
14 H -0.72 -1.07 -0.35  0.113
15 H 0.24 0.31 1.73  0.107



Stability order, top to bottom: run iii, run iv, run i, run ii